[1]
DFT (ωB97M-V with the def2-TZVPD basis set) results for a structure of composition C3H4O4Ru.

XYZ file:
```
12
C3H4O4Ru ωB97M-V with the def2-TZVPD basis set
Ru 3.311 0.989 0.886
O 1.882 -0.108 1.583
O -1.044 1.303 0.700
C -1.622 0.230 0.091
C -0.623 -0.562 -0.752
O 0.484 -0.961 0.086
C 1.374 -0.049 0.407
H -2.061 -0.503 0.817
H -2.441 0.493 -0.628
H -0.224 0.059 -1.564
H -1.057 -1.495 -1.136
O 2.020 0.603 -0.488
```

Its charge is +1. The highest occupied orbital energy (alpha / beta) is -14.2176 / -14.1650 eV. Its spin multiplicity is 6. The value obtained for the orbital gap (alpha / beta) is 8.39 / 7.21 eV. Its LUMO energy (alpha / beta) is -0.2140 / -0.2555 Ha. As for the expectation value of S²: 8.760. The relative energy (zero: lowest compared OMol25 entry of this formula, charge and spin) is 8.57 kcal/mol.

[2]
DFT (ωB97M-V with the def2-TZVPD basis set) results for the molecule C3H4OS.

XYZ file:
```
9
C3H4OS ωB97M-V with the def2-TZVPD basis set
O 2.426 0.348 0.223
C 1.420 0.379 -0.384
C -0.048 0.299 0.400
C -1.113 -0.570 0.028
S -1.540 1.147 -0.091
H 1.408 0.184 -1.484
H 0.101 0.458 1.395
H -1.075 -1.147 -0.871
H -1.578 -1.098 0.784
```

The highest occupied orbital energy is -9.1028 eV. The value obtained for the orbital gap is 9.86 eV. Its LUMO energy is 0.0279 Ha. Its structure (SMILES) is O=C[C@@H]1CS1. The relative energy (zero: lowest compared OMol25 entry of this formula, charge and spin) is 29.91 kcal/mol.